C20H40O12Zr as an isolated structure in a non-equilibrium geometry. Source: OMol25; level of theory: ωB97M-V/def2-TZVPD.

## Properties
* M: 563.8 g/mol
* total charge: +1
* orbital gap (spin up / spin down): 8.632 / 4.219 eV
* spin multiplicity: 2

Last column: Mulliken spin population.
Cartesian coordinates (Å):
Zr  -0.4873  7.3521  8.7482  -0.071
O  -2.0484  8.8156  7.9995  0.030
C  -2.5822  8.5116  6.7291  0.002
C  -1.7383  7.4029  5.9196  0.007
O  -0.8245  6.6468  6.6594  0.032
H  -2.5518  9.4149  6.1197  0.001
H  -3.6200  8.2076  6.8659  -0.001
H  -1.2556  7.8513  5.0513  0.002
H  -2.4756  6.7629  5.4349  -0.001
O  0.1021  5.4237  9.7477  0.508
C  1.0018  5.6063  10.8603  0.009
C  1.6116  7.1149  10.9716  0.039
O  0.9751  8.1372  10.1748  0.248
H  1.7776  4.8436  10.7915  0.021
H  0.6248  5.4319  11.8681  0.081
H  2.6412  7.1383  10.6145  0.050
H  1.6915  7.4044  12.0194  0.001
O  -2.5899  6.0906  8.9489  0.002
C  -3.6662  5.4918  8.7573  0.005
O  -3.8294  4.2508  8.2644  0.000
C  -2.7410  3.4503  7.8912  0.001
C  -2.3886  2.5238  9.0448  0.000
C  -5.0991  6.1378  8.9544  0.000
H  -1.8391  3.9969  7.6158  -0.001
H  -3.1954  2.8407  7.1102  0.000
H  -1.6574  1.7635  8.7698  0.000
H  -3.2935  2.0057  9.3622  0.000
H  -2.0869  3.1438  9.8890  0.000
H  -5.8046  5.4335  9.3953  0.000
H  -5.3906  6.5512  7.9889  0.000
H  -4.9611  7.0291  9.5665  0.000
O  -1.7792  7.7414  10.7091  0.007
C  -2.5068  7.7415  11.6915  0.009
O  -3.6400  8.4478  11.8578  0.000
C  -4.1222  9.4290  10.9510  0.001
C  -5.3264  9.9947  11.6719  0.000
C  -2.1529  6.9386  12.9663  0.001
H  -4.3335  8.9691  9.9857  0.000
H  -3.3906  10.2024  10.7170  0.000
H  -4.9182  10.5118  12.5403  0.000
H  -6.0398  9.2247  11.9654  0.000
H  -5.8957  10.7679  11.1561  0.000
H  -1.1683  6.4761  12.8966  -0.001
H  -2.9876  6.2941  13.2417  -0.001
H  -2.1544  7.6172  13.8193  0.000
O  0.8611  9.1830  7.3990  0.003
C  1.4724  10.1333  6.8394  0.000
O  2.6182  10.7181  7.3035  0.000
C  3.1281  10.2986  8.5572  0.011
C  2.7021  11.3066  9.5362  0.000
C  0.9810  10.6744  5.4572  0.000
H  4.2180  10.2969  8.5682  0.000
H  2.7384  9.3214  8.8424  -0.007
H  1.6549  11.5855  9.4191  0.000
H  3.2064  12.2574  9.3633  0.000
H  2.8274  10.9515  10.5591  -0.001
H  0.0168  10.2589  5.1642  0.000
H  1.7333  10.3811  4.7250  0.000
H  0.9638  11.7642  5.4476  0.000
O  1.9171  6.7116  7.5669  0.007
C  2.8339  6.5472  6.7639  0.009
O  4.1949  6.7138  7.0149  0.000
C  4.6746  7.2025  8.2800  0.006
C  5.1997  5.9538  9.0710  -0.002
C  2.5941  6.0998  5.3631  0.001
H  3.8299  7.6655  8.7901  -0.008
H  5.5184  7.8807  8.1530  0.000
H  5.3352  6.0612  10.1472  0.001
H  6.2085  5.7204  8.7303  0.000
H  4.5380  5.0901  9.0051  0.000
H  3.2758  6.6457  4.7109  0.000
H  1.5666  6.2315  5.0240  0.000
H  2.8720  5.0469  5.3163  0.000

Force components x, y, z for each atom (eV/Å):
-2.485 1.426 -3.469
2.348 -2.276 0.944
1.420 -0.429 0.106
-1.056 0.344 0.173
0.404 1.250 3.130
-0.255 0.171 -0.123
-0.178 -0.225 -0.201
0.483 0.469 0.129
-0.257 -0.466 0.128
1.490 1.629 2.230
-0.073 0.545 -2.441
-0.957 1.357 -1.215
-0.414 -2.891 0.494
0.239 0.016 -0.260
-1.030 0.156 0.033
0.307 -0.858 -0.306
-0.421 0.150 0.120
-1.674 -1.677 -0.527
-0.419 0.658 -0.368
-0.302 2.549 1.054
0.885 -1.751 0.127
-0.698 0.190 0.266
2.284 0.175 0.171
-0.406 0.350 -0.469
0.638 0.205 -0.445
0.166 0.293 0.065
-0.027 -0.128 -0.015
0.453 -0.221 0.075
0.080 0.111 -0.331
-0.255 -0.499 -0.146
-0.091 -0.258 0.293
-0.258 0.480 0.121
0.067 0.039 0.968
1.966 -1.426 0.424
-0.691 0.477 -1.244
0.012 0.594 0.179
-0.733 1.030 -0.410
-0.136 -0.135 0.044
0.293 -0.114 0.366
-0.293 -0.224 0.353
0.207 -0.052 0.097
0.275 -0.154 -0.514
-0.426 -0.199 -0.177
0.253 -0.501 -0.380
0.233 0.350 -0.141
1.699 2.486 -0.759
-1.280 -1.665 0.358
-1.588 -1.007 -1.901
-0.071 -0.543 0.759
-0.800 1.397 1.080
0.986 -0.180 1.173
-0.014 -0.262 -0.747
-0.018 0.019 -0.335
-0.247 -0.431 0.025
0.369 -0.082 0.278
0.216 0.192 0.025
0.154 -0.032 0.397
0.030 -0.056 -0.057
-0.061 -0.053 0.150
1.760 -0.118 0.101
-0.169 0.360 1.152
-1.676 0.275 -0.730
-0.437 -1.968 1.357
0.129 0.492 0.049
0.561 0.116 -0.320
0.267 0.118 0.013
-0.407 0.145 -0.478
-0.176 0.759 0.107
-0.209 -0.345 -0.331
0.003 0.047 -0.521
0.001 -0.127 -0.086
0.046 0.004 0.459
-0.034 -0.074 -0.129

=====

A 4-piece molecular cluster, C20H41BF3O10 overall in a non-equilibrium geometry. Source: OMol25; level of theory: ωB97M-V/def2-TZVPD.

## Properties
* M: 509.3 g/mol
* energy above the lowest of the compared OMol25 structures with the same formula, charge and spin: 0.00 kcal/mol
* total charge: -1
* orbital gap: 7.222 eV

Last column: Löwdin charge in e.
Cartesian coordinates (Å):
C  1.6887  -0.1149  3.5434  0.005
B  1.9209  1.3459  3.0098  -0.405
O  1.9341  2.3819  3.9617  0.104
C  2.0999  1.7603  1.4489  -0.224
C  2.7959  3.1247  1.4589  -0.116
O  3.0561  3.5847  0.1196  -0.115
O  2.5704  4.9266  0.0172  -0.042
O  0.8138  2.0197  0.7811  0.042
C  0.1010  0.9179  0.4200  -0.419
O  0.1975  0.4092  -0.6694  0.139
C  -0.9234  0.3124  1.3920  -0.053
C  -1.5268  1.3058  2.3857  -0.061
C  -2.4609  2.3091  1.7615  -0.645
F  -3.3392  1.7670  0.9260  0.145
F  -1.8491  3.3299  1.1899  0.174
F  -3.2065  2.8554  2.7595  0.102
C  3.0592  0.8000  0.7224  -0.668
O  3.7599  0.0927  1.5084  -0.038
O  3.1438  0.7881  -0.4942  0.040
H  2.0967  -0.8943  2.9059  0.060
H  0.6326  -0.3504  3.7151  0.051
H  2.1763  -0.1820  4.5196  0.072
H  1.1389  2.9054  3.8217  0.093
H  2.1906  3.8806  1.9498  0.122
H  3.7633  3.0206  1.9517  0.146
H  1.6286  4.7866  -0.1503  0.088
H  -1.7321  -0.0216  0.7479  0.118
H  -0.5009  -0.5671  1.8638  0.118
H  -2.1363  0.7369  3.0881  0.135
H  -0.7915  1.8324  2.9877  0.117
C  -6.6793  0.4687  0.5480  -0.075
C  -5.8316  0.8904  -0.6404  -0.281
O  -6.1633  0.2207  -1.8452  -0.154
C  -7.4807  0.4088  -2.3183  -0.289
C  -7.8224  1.8569  -2.6282  -0.083
H  -6.6386  -0.6136  0.6806  0.082
H  -6.3180  0.9506  1.4571  0.074
H  -7.7276  0.7448  0.4169  0.064
H  -4.7937  0.6419  -0.4383  0.101
H  -5.8700  1.9759  -0.7829  0.111
H  -8.2052  -0.0197  -1.6153  0.105
H  -7.5540  -0.1783  -3.2347  0.116
H  -7.8178  2.4757  -1.7295  0.064
H  -8.8161  1.9249  -3.0736  0.073
H  -7.0957  2.2810  -3.3225  0.081
C  7.9105  -3.8077  2.9798  -0.087
C  6.5378  -4.0097  3.6027  -0.302
O  5.6078  -3.0051  3.2724  -0.156
C  5.3074  -2.8618  1.8868  -0.261
C  4.7059  -4.1119  1.2664  -0.082
H  8.2997  -2.8196  3.2288  0.080
H  8.6074  -4.5651  3.3448  0.069
H  7.8741  -3.8826  1.8923  0.063
H  6.6344  -3.9805  4.6903  0.113
H  6.1396  -5.0012  3.3515  0.102
H  6.1962  -2.5390  1.3350  0.111
H  4.5876  -2.0473  1.8103  0.094
H  5.4106  -4.9487  1.2617  0.057
H  4.4164  -3.9149  0.2342  0.078
H  3.8241  -4.4305  1.8259  0.077
C  -1.9507  -0.0824  -6.0027  -0.088
C  -1.9040  -0.7566  -4.6406  -0.289
O  -0.8557  -1.6915  -4.5008  -0.163
C  0.4610  -1.1731  -4.6438  -0.278
C  0.8146  -0.0985  -3.6316  -0.072
H  -1.9883  -0.8295  -6.7980  0.076
H  -2.8314  0.5577  -6.0771  0.071
H  -1.0702  0.5384  -6.1750  0.063
H  -2.8269  -1.3200  -4.4915  0.114
H  -1.8612  -0.0112  -3.8390  0.109
H  0.6175  -0.8138  -5.6693  0.100
H  1.1296  -2.0244  -4.5103  0.114
H  0.2058  0.7986  -3.7653  0.070
H  1.8601  0.1921  -3.7339  0.087
H  0.6529  -0.4524  -2.6210  0.055

Force components x, y, z for each atom (eV/Å):
0.090 -0.113 0.157
0.289 -0.578 -0.368
-0.564 -0.604 0.051
0.403 0.833 0.600
0.189 -0.225 -0.694
-0.252 0.093 0.151
0.040 0.163 0.080
-0.458 -0.478 0.204
0.181 -0.821 -1.093
-0.172 0.624 0.842
-0.075 1.243 -0.387
0.088 -0.937 0.080
0.126 0.001 1.721
-0.129 -0.140 -0.719
0.276 0.322 -0.857
-0.291 0.212 0.250
0.846 -1.397 -0.042
-0.334 0.692 0.848
-0.533 0.428 -0.920
0.052 0.113 -0.129
-0.086 0.223 0.144
-0.016 -0.075 0.048
0.284 0.580 -0.035
0.001 0.046 0.140
-0.072 0.006 0.257
-0.044 -0.139 -0.152
0.023 -0.282 -0.069
0.156 0.054 0.189
-0.109 0.053 0.056
0.086 0.148 -0.134
-0.180 0.002 -0.094
-0.014 0.004 0.105
0.085 -0.104 -0.099
-0.088 0.024 -0.033
0.056 0.093 0.125
0.058 0.005 0.018
0.035 -0.004 -0.013
0.012 0.053 0.057
0.016 -0.082 -0.183
-0.046 0.009 0.039
-0.033 0.068 0.020
0.111 -0.050 0.026
-0.063 -0.008 0.000
0.007 -0.025 -0.015
-0.014 -0.038 -0.035
-0.009 -0.006 -0.133
0.013 0.005 0.014
-0.030 0.023 0.122
-0.256 0.075 -0.149
0.209 -0.206 0.115
-0.007 -0.008 0.041
-0.007 0.008 0.022
0.016 -0.048 0.007
-0.078 0.057 0.002
0.075 -0.030 -0.055
0.017 -0.050 -0.008
0.126 0.129 0.136
-0.014 0.000 -0.080
-0.027 0.062 0.018
-0.035 0.060 -0.027
0.156 0.030 -0.034
-0.084 0.077 0.058
-0.022 -0.243 -0.096
0.201 0.209 0.031
-0.171 -0.040 -0.248
-0.048 -0.011 0.013
-0.012 -0.020 0.012
-0.039 0.053 0.022
0.063 -0.083 0.038
0.029 0.058 -0.049
-0.045 0.010 -0.007
-0.125 -0.093 0.012
0.065 0.029 -0.007
0.014 -0.020 0.043
0.088 -0.017 0.047

=====

A 4-piece molecular cluster, C20H41BFO9S overall in a non-equilibrium geometry. Source: OMol25; level of theory: ωB97M-V/def2-TZVPD.

## Properties
* M: 487.4 g/mol
* total charge: -1
* orbital gap: 4.898 eV

Last column: Löwdin charge in e.
Cartesian coordinates (Å):
C  -1.8382  4.8216  5.3438  -0.080
C  -2.5494  4.9199  4.1226  -0.088
B  -1.8720  4.9523  2.6201  -0.677
C  -2.8596  5.8606  1.6665  -0.178
O  -2.3428  7.1545  1.2813  -0.223
C  -2.1431  7.1187  -0.1330  -0.143
C  -1.7362  3.3925  2.1634  -0.250
F  -1.1665  2.5845  3.2113  -0.098
C  -3.0704  2.6867  1.7660  -0.176
C  -2.8135  1.7480  0.5251  -0.102
S  -0.1439  5.7836  2.7373  0.743
C  1.0638  4.7433  3.6449  -0.169
O  0.4739  5.9926  1.3722  -0.420
O  -0.2491  7.0626  3.5285  -0.408
H  -1.2855  5.6542  5.8089  0.041
H  -1.7779  3.8324  5.8535  0.041
H  -3.6615  4.9790  4.1624  0.082
H  -3.1811  5.2720  0.7685  0.093
H  -3.8066  6.0589  2.2281  0.107
H  -1.6874  8.0570  -0.4955  0.084
H  -1.4761  6.2554  -0.3600  0.085
H  -3.0909  6.9402  -0.6894  0.077
H  -0.9957  3.3466  1.3321  0.123
H  -3.9331  3.3637  1.6425  0.098
H  -3.3296  2.0076  2.6078  0.107
H  -3.6507  1.7182  -0.2010  0.061
H  -2.6167  0.7269  0.9257  0.068
H  -1.9049  2.0349  -0.0466  0.032
H  1.0867  3.7593  3.1288  0.040
H  0.8575  4.6606  4.7226  0.049
H  2.0683  5.1888  3.4940  0.057
O  -0.1330  1.7512  -0.8662  0.092
C  0.7986  1.0538  -0.5740  -0.509
O  1.4257  0.3529  -1.5343  0.002
C  2.6396  -0.3754  -1.3221  -0.231
C  2.3643  -1.7519  -0.7544  -0.080
C  1.2136  0.8847  0.8618  0.030
H  3.3361  0.2008  -0.7099  0.116
H  3.1015  -0.4731  -2.3057  0.106
H  1.8834  -1.6959  0.2205  0.063
H  3.2900  -2.3179  -0.6478  0.082
H  1.6874  -2.3032  -1.4084  0.067
H  0.5609  0.1523  1.3362  0.103
H  1.0998  1.8441  1.3659  0.083
H  2.2512  0.5848  0.9908  0.070
O  2.2821  -4.0947  1.2048  0.104
C  1.5556  -4.9998  0.8959  -0.525
O  0.9003  -4.9448  -0.2738  -0.003
C  0.1430  -6.0343  -0.8177  -0.224
C  -1.2597  -6.0680  -0.2484  -0.062
C  1.3014  -6.1479  1.8352  0.011
H  0.6744  -6.9786  -0.6869  0.116
H  0.0939  -5.8542  -1.8917  0.116
H  -1.2531  -6.2271  0.8309  0.067
H  -1.8412  -6.8669  -0.7106  0.083
H  -1.7632  -5.1168  -0.4255  0.086
H  0.5531  -5.8476  2.5678  0.099
H  2.2328  -6.3816  2.3487  0.092
H  0.9798  -7.0617  1.3408  0.068
O  0.5422  -6.6619  -5.1055  0.095
C  0.9646  -5.5399  -5.1948  -0.544
O  2.2753  -5.3147  -5.0267  0.001
C  2.9016  -4.0487  -5.2711  -0.228
C  2.7705  -3.1390  -4.0696  -0.068
C  0.0348  -4.3743  -5.4018  0.012
H  2.5193  -3.5954  -6.1878  0.115
H  3.9542  -4.2674  -5.4501  0.122
H  1.7255  -2.9175  -3.8486  0.069
H  3.2938  -2.1967  -4.2387  0.083
H  3.1850  -3.6202  -3.1827  0.085
H  -0.4018  -4.0932  -4.4438  0.095
H  -0.7582  -4.6862  -6.0799  0.093
H  0.5073  -3.5053  -5.8533  0.070

Force components x, y, z for each atom (eV/Å):
-0.933 -0.523 -0.577
1.583 1.117 0.997
-1.255 1.200 1.358
-0.325 -0.194 -0.130
-0.491 -0.500 -1.373
0.377 -0.396 0.105
-0.467 0.137 -0.027
0.170 0.034 -0.320
0.774 -0.906 -0.298
-0.032 0.090 0.171
1.320 3.279 -0.477
0.468 -0.391 -0.672
-0.759 -1.014 1.873
0.235 -2.182 -0.835
1.314 -0.813 -1.369
-1.575 1.039 0.899
0.331 -2.256 -0.229
0.243 0.562 0.335
0.576 -0.172 -0.303
-0.130 -0.364 0.399
-0.145 0.668 -0.082
0.224 0.224 0.349
-0.500 -0.136 0.338
0.570 -0.088 -0.135
0.084 0.676 -0.300
0.242 -0.133 0.522
-0.216 0.476 -0.513
-0.941 -0.046 0.576
-0.191 0.463 0.566
-0.273 0.001 -0.594
-0.689 0.129 -0.033
0.491 -0.108 -0.575
-0.289 0.079 0.597
0.189 0.012 -0.661
-0.031 -0.221 0.140
-0.087 0.166 0.033
0.546 0.316 0.152
-0.079 -0.007 0.067
-0.141 0.153 -0.057
0.134 -0.026 0.022
-0.044 -0.017 0.040
0.065 -0.006 -0.022
-0.017 0.040 0.007
-0.271 -0.086 -0.019
-0.055 -0.190 0.004
0.005 -0.058 -0.127
-0.055 0.064 0.414
0.119 0.147 -0.489
-0.224 -0.082 0.057
-0.043 0.042 0.182
0.257 -0.549 -0.133
-0.008 0.034 0.076
0.146 0.112 0.049
0.016 -0.085 -0.038
0.021 0.024 -0.019
0.021 -0.033 -0.089
0.014 0.010 -0.013
-0.070 0.215 0.100
-0.182 0.056 0.027
0.179 -0.073 0.034
-0.383 0.079 0.187
0.431 -0.291 -0.176
0.010 0.249 0.149
-0.151 0.008 0.111
-0.011 0.232 -0.574
-0.088 -0.024 0.055
-0.082 -0.207 0.005
0.038 0.092 -0.063
-0.004 -0.025 -0.006
0.073 0.012 -0.058
0.009 0.011 -0.015
-0.055 -0.116 0.211
0.017 0.072 0.192

=====

> What is the M in the third record?

487.4 g/mol